1.
This record from the Open Molecules 2025 dataset describes a molecular structure, ILi. The level of theory is ωB97M-V/def2-TZVPD.

XYZ file:
```
2
Properties=species:S:1:pos:R:3:forces:R:3
Li 0.80081 1.67941 -0.61986 -0.5 -1.0 0.4
I -0.80081 -1.67941 0.61987 0.5 1.0 -0.4
```
Positions in Å, forces in eV/Å.

E_HOMO (eV): -7.14
ΔE to the lowest compared entry with this formula, charge and spin (kJ/mol): 174.52

2.
This record from the Open Molecules 2025 dataset describes a molecular structure, LiO4SSr4. The level of theory is ωB97M-V/def2-TZVPD.

XYZ file:
```
10
Properties=species:S:1:pos:R:3:forces:R:3
Sr 1.34428 0.82895 -3.41047 1.4 0.7 -2.0
Sr -2.05708 -1.64314 -1.74438 -1.8 -1.6 -0.9
Sr 3.05750 -1.53017 1.78120 3.0 -1.4 1.8
Sr -1.08770 3.32942 0.86178 -0.5 2.4 0.8
Li -1.72081 -0.70621 2.31024 -0.8 -0.6 0.7
S 0.15543 -0.09469 0.06060 -1.8 0.8 1.0
O 0.09585 1.29836 0.40759 0.9 2.0 1.0
O 1.13142 -0.83864 0.87144 -2.2 0.7 -1.6
O -1.29518 -0.50628 0.25082 1.1 -1.5 0.8
O 0.37625 -0.13764 -1.38886 0.5 -1.4 -1.6
```
Positions in Å, forces in eV/Å.

E_HOMO (eV): -35.18
Total charge: +7

3.
This record from the Open Molecules 2025 dataset describes a molecular structure, Mn2N4O20P2Pb. The level of theory is ωB97M-V/def2-TZVPD.

XYZ file:
```
29
Properties=species:S:1:pos:R:3:forces:R:3
Pb -0.34242 1.40449 2.24924 0.9 -0.5 -0.1
Mn -2.64911 -2.10080 -1.74540 -3.6 -1.1 0.5
Mn 2.52660 -0.90235 -0.90095 -6.3 0.7 1.9
P -5.47347 -2.46331 -1.82087 1.2 0.7 -3.3
O -4.34861 -3.60142 -1.87768 1.1 0.1 0.0
O -5.94992 -2.07843 -3.23053 2.1 1.1 -2.0
O -4.55493 -1.34763 -1.12385 0.9 0.3 0.0
O -6.81482 -2.77215 -1.31065 -2.2 -1.6 4.6
P -0.05424 -1.65746 -1.47652 5.2 -3.0 3.3
O -0.53372 -3.12026 -1.13229 -0.4 3.5 -0.6
O -0.96696 -0.91326 -2.38411 -0.8 0.5 -0.1
O 1.50251 -1.81663 -2.06134 -1.5 -0.3 -1.5
O 0.65315 -0.86561 -0.16204 -0.8 -0.5 -2.0
N 1.79610 3.16961 3.45620 -0.5 -0.4 -2.3
O 2.62704 3.98264 3.79120 1.1 0.6 1.5
O 1.66411 2.03333 4.00339 -0.1 1.4 -0.6
O 1.11413 3.49228 2.39049 -0.4 -1.5 1.7
N -2.73611 2.92057 2.26584 0.2 0.1 1.0
O -2.90053 1.95209 3.09991 0.0 2.1 -2.2
O -3.16582 4.06787 2.50017 0.2 -1.6 -0.5
O -1.96005 2.73680 1.21016 -1.5 0.3 1.9
N 4.51899 -2.09107 -1.05829 3.3 -2.1 2.2
O 3.86761 -2.42736 0.03085 1.4 0.8 -2.6
O 3.96523 -1.40729 -1.91027 0.4 0.8 -2.1
O 5.70406 -2.36175 -1.28417 -0.8 -0.8 1.2
N 3.14697 1.64030 -0.38905 -1.0 -3.4 1.5
O 3.04927 0.45929 0.34635 0.4 2.6 0.6
O 3.60819 1.40228 -1.47231 1.1 0.7 -2.7
O 2.70675 2.66523 -0.00349 0.1 0.8 0.9
```
Positions in Å, forces in eV/Å.

E_HOMO (spin up / spin down) (eV): 4.67 / 4.70
Total charge: -4
Spin multiplicity: 11

4.
This record from the Open Molecules 2025 dataset describes a molecular structure, MnN4O12. The level of theory is ωB97M-V/def2-TZVPD.

XYZ file:
```
17
Properties=species:S:1:pos:R:3:forces:R:3
Mn 0.32412 0.02961 0.48786 -0.1 -2.2 -0.9
N 0.08895 -2.98876 -1.04374 0.1 1.9 -2.1
O 0.09113 -1.82079 -0.49371 1.4 0.9 2.4
O -0.69525 -2.96501 -1.98823 -0.2 -2.3 -0.4
O 0.89581 -3.87313 -0.76903 -1.0 0.7 0.4
N 3.10501 1.32343 -1.10961 0.3 -1.1 -1.8
O 2.06276 0.72367 -0.56946 -1.4 0.9 -0.4
O 4.12998 1.20737 -0.55242 3.1 -0.6 4.0
O 3.19382 1.81525 -2.23040 -3.3 0.5 -0.9
N -1.20199 2.97321 -0.16025 -1.5 2.1 0.4
O -2.36658 3.52552 -0.17792 3.6 -1.0 0.0
O -0.18716 3.70193 0.01413 -1.6 0.4 -0.1
O -1.01995 1.80851 -0.27658 -0.5 -1.5 -0.3
N -2.10500 -1.35978 2.31489 -1.2 -0.6 -2.8
O -1.63327 -2.29922 2.85846 1.1 -1.9 2.6
O -3.26691 -1.11594 2.16128 -3.6 0.0 1.8
O -1.41547 -0.68581 1.53474 4.8 3.7 -2.0
```
Positions in Å, forces in eV/Å.

E_HOMO (spin up / spin down) (eV): -6.32 / -6.32
Total charge: -1
Spin multiplicity: 7